Density functional theory data (ωB97M-V/def2-TZVPD) for a structure of composition C30H33FN4O5RuSeSi.

Geometry as XYZ:
```
76
C30H33FN4O5RuSeSi, DFT ωB97M-V/def2-TZVPD
Ru 0.31 -0.60 0.41
O 0.82 3.01 1.95
C 1.00 1.94 1.42
O 0.67 0.78 1.90
C 1.72 1.87 0.07
C 2.53 2.97 -0.28
C 3.28 2.88 -1.40
C 3.20 1.73 -2.21
C 3.95 1.61 -3.40
C 3.82 0.51 -4.20
C 2.90 -0.50 -3.84
C 2.17 -0.41 -2.69
C 2.32 0.69 -1.83
N 1.60 0.77 -0.66
H 2.52 3.82 0.38
H 3.94 3.69 -1.70
H 4.63 2.41 -3.67
H 4.39 0.43 -5.11
H 2.77 -1.36 -4.48
H 1.46 -1.18 -2.44
F 0.64 -2.29 6.70
C -0.22 -1.46 6.08
C -0.34 -1.51 4.72
C -1.25 -0.68 4.07
C -1.35 -0.73 2.62
O -0.67 -1.58 1.99
C -2.24 0.19 2.01
C -2.98 1.02 2.80
N -2.89 1.08 4.15
C -3.68 2.04 4.88
C -3.80 3.43 4.32
C -2.97 3.19 5.55
C -2.02 0.22 4.81
C -1.88 0.26 6.21
C -0.99 -0.57 6.85
N -0.88 -0.48 8.27
C -1.99 -1.01 9.05
C -2.16 -0.14 10.30
N -0.88 0.63 10.48
C 0.30 -0.29 10.38
C 0.39 -0.78 8.92
C -2.40 0.36 0.52
O -3.44 0.78 0.08
O -1.35 0.13 -0.23
H 0.26 -2.21 4.14
H -3.69 1.69 2.34
H -4.55 1.62 5.37
H -4.76 3.91 4.43
H -3.27 3.65 3.41
H -3.35 3.52 6.51
H -1.90 3.24 5.43
H -2.45 0.97 6.79
H -1.82 -2.06 9.33
H -2.91 -0.98 8.46
H -2.31 -0.72 11.21
H -2.95 0.60 10.21
H -0.88 1.16 11.36
H -0.81 1.29 9.70
H 0.11 -1.10 11.08
H 1.19 0.24 10.70
H 0.63 -1.84 8.93
H 1.19 -0.25 8.39
C -1.94 -4.41 -2.29
Si -1.48 -3.96 -0.54
C -0.90 -5.46 0.40
C -2.91 -3.13 0.32
Se 0.37 -2.61 -0.79
H -2.66 -5.22 -2.31
H -1.06 -4.72 -2.84
H -2.38 -3.55 -2.80
H -1.66 -6.24 0.46
H -0.61 -5.18 1.41
H -0.02 -5.88 -0.09
H -3.80 -3.76 0.30
H -3.16 -2.19 -0.18
H -2.66 -2.92 1.36
```

Calculated values
ΔE to the lowest compared entry with this formula, charge and spin, kcal per mole: 14.7
Spin multiplicity: 2
Kohn-Sham gap (alpha / beta), eV: 6.01 / 6.21
Net charge: +1
HOMO energy (alpha / beta), eV: -9.304 / -9.501
F_max, eV Å⁻¹: 0.6

For each atom in turn, the Mulliken charge in e is:
1. Ru 0.570
2. O -0.657
3. C 0.185
4. O -0.703
5. C 0.866
6. C -0.897
7. C -0.443
8. C 1.183
9. C -0.880
10. C -0.491
11. C -0.873
12. C -0.327
13. C 0.214
14. N -0.117
15. H 0.493
16. H 0.432
17. H 0.374
18. H 0.400
19. H 0.421
20. H 0.278
21. F -0.338
22. C 0.171
23. C -0.306
24. C 0.432
25. C 1.544
26. O -0.947
27. C 1.026
28. C -0.508
29. N 0.233
30. C -0.354
31. C -1.005
32. C -0.475
33. C -0.412
34. C -0.383
35. C -1.605
36. N 0.377
37. C -0.557
38. C -0.774
39. N -0.161
40. C -0.645
41. C -0.674
42. C -0.231
43. O -0.682
44. O -0.573
45. H 0.669
46. H 0.804
47. H 0.458
48. H 0.262
49. H 0.367
50. H 0.309
51. H 0.279
52. H 0.692
53. H 0.330
54. H 0.491
55. H 0.376
56. H 0.405
57. H 0.309
58. H 0.377
59. H 0.346
60. H 0.364
61. H 0.440
62. H 0.480
63. C -1.073
64. Si 0.464
65. C -1.043
66. C -0.661
67. Se -0.196
68. H 0.334
69. H 0.322
70. H 0.304
71. H 0.358
72. H 0.284
73. H 0.299
74. H 0.504
75. H 0.192
76. H -0.028